1.
Entry from OMol25: a molecular structure, C15H16LiN2OS (wB97M-V/def2-TZVPD).

CARTESIAN COORDINATES (ANGSTROEM)
Li 0.87 -0.12 -0.68
O 2.49 0.38 -1.46
C 2.67 1.82 -1.52
C 1.32 2.47 -1.33
C 0.30 2.10 -2.45
C -0.99 1.54 -1.92
C -2.17 2.27 -1.94
C -3.33 1.69 -1.44
C -3.28 0.40 -0.94
C -2.07 -0.26 -0.95
N -0.94 0.29 -1.42
H 3.28 -0.06 -1.77
H 3.10 2.08 -2.49
H 3.37 2.12 -0.74
H 1.47 3.55 -1.30
H 0.92 2.21 -0.34
H 0.75 1.34 -3.10
H 0.10 2.97 -3.07
H -2.18 3.27 -2.35
H -4.26 2.25 -1.45
H -4.17 -0.09 -0.55
H -1.99 -1.27 -0.56
S 1.17 -0.28 3.88
C 1.39 0.34 2.30
N 1.05 -0.43 1.32
C 0.56 -1.64 1.81
C 0.11 -2.71 1.03
C -0.35 -3.85 1.66
C -0.37 -3.93 3.07
C 0.08 -2.89 3.85
C 0.54 -1.74 3.20
H 1.79 1.33 2.16
H 0.13 -2.67 -0.05
H -0.70 -4.69 1.08
H -0.73 -4.83 3.54
H 0.07 -2.96 4.93

Computed properties:
- net charge = +1
- frontier orbital gap (eV) = 9.55
- strongest force on any atom (eV/Å) = 0.5

Here are the Mulliken charges for atoms 1 to 2, given in e:
1. Li 0.8684
2. O -0.4088



2.
Entry from OMol25: C2H4N2O2S in the gas phase in a non-equilibrium geometry (wB97M-V/def2-TZVPD).

CARTESIAN COORDINATES (ANGSTROEM)
O -2.21 -0.39 -0.76
C -1.46 -1.05 -0.10
O -0.59 -0.65 0.82
N -0.37 0.75 0.92
C 0.45 1.18 -0.13
N 1.45 0.59 -0.61
S 2.00 -0.87 0.04
H -1.35 -2.13 -0.06
H -1.31 1.15 0.87
H 0.12 2.08 -0.60
H 3.27 -0.66 -0.41

Computed properties:
- SMILES string = O=CON/C=N\S
- frontier orbital gap (eV) = 9.72
- strongest force on any atom (eV/Å) = 1.3

Here are the Mulliken charges for atoms 1 to 2, given in e:
1. O -0.4804
2. C 0.2305



3.
Entry from OMol25: a molecular structure, C4H6InMgO5 in a non-equilibrium geometry (wB97M-V/def2-TZVPD).

CARTESIAN COORDINATES (ANGSTROEM)
O -1.54 1.61 0.70
C -2.38 0.65 0.16
C -1.63 -0.30 -0.77
O -0.44 -0.69 -0.06
C 0.40 -1.63 -0.58
In 0.16 0.92 1.03
H -3.20 1.09 -0.44
H -2.85 0.04 0.96
H -1.31 0.20 -1.70
H -2.21 -1.20 -1.01
H 1.46 -1.46 -0.72
H -0.10 -2.47 -1.08
O 1.67 -0.32 1.78
C 2.51 0.48 1.19
O 1.94 1.38 0.39
O 3.72 0.21 0.97
Mg 3.79 1.50 -0.80

Computed properties:
- multiplicity = 2
- expectation value of S² = 0.754
- frontier orbital gap (spin up / spin down) (eV) = 3.90 / 3.87
- strongest force on any atom (eV/Å) = 4.9

Here are the Mulliken charges for atoms 1 to 2, given in e:
1. O -0.5152
2. C -0.4114



4.
Entry from OMol25: C3H7NO2 in the gas phase in a non-equilibrium geometry (wB97M-V/def2-TZVPD).

CARTESIAN COORDINATES (ANGSTROEM)
C 0.33 0.25 1.35
C -0.45 -0.21 0.14
N -0.99 0.96 -0.61
C 0.34 -0.89 -0.96
O -0.13 -1.57 -1.82
O 1.68 -0.67 -0.84
H 0.98 -0.48 1.81
H 0.93 1.12 1.11
H -0.39 0.43 2.15
H -1.33 -0.82 0.40
H -1.91 0.78 -1.01
H -1.14 1.75 0.01
H 2.08 -0.67 -1.71

Computed properties:
- SMILES string = C[C@@H](N)C(=O)O
- frontier orbital gap (eV) = 10.55
- strongest force on any atom (eV/Å) = 1.2

Here are the Mulliken charges for atoms 1 to 2, given in e:
1. C -1.4604
2. C 0.6509